Entry from the OMol25 dataset: a cluster of 13 separate species, C86H203N13O20 in total (ωB97M-V with the def2-TZVPD basis set).

XYZ file:
```
322
Properties=species:S:1:pos:R:3:forces:R:3
H 3.01016 3.79948 -1.93625 -0.233 -0.124 -0.172
H -6.78890 1.47653 3.66537 -0.839 0.901 -0.055
H 6.30263 0.09944 4.81888 0.090 0.087 0.223
H 3.24268 3.07233 1.80601 0.082 -0.022 -0.046
H 0.98915 6.26075 -1.46355 -0.262 -0.567 -0.193
H -5.61846 -0.39005 -0.38247 0.009 0.727 -0.402
C 0.04393 5.10512 2.36701 -1.602 0.438 -0.876
H 0.27301 -2.52831 -10.13374 0.829 0.499 -0.261
H -1.89970 -1.30184 5.49452 0.299 0.189 0.418
N 6.86187 2.42416 1.17615 2.408 0.954 0.498
H 4.40184 -1.07336 -2.60288 0.008 0.339 0.694
H -2.93148 -3.06686 -5.99875 -0.112 0.118 0.053
C -1.67781 -0.57224 1.03134 -0.720 1.170 -1.142
C -3.91779 -4.85866 -2.51842 0.444 -0.830 -0.880
C 5.32026 -0.64886 -2.16385 0.174 -0.032 -1.235
H -7.60206 -3.70595 -2.44870 -1.073 -0.341 -0.479
C 1.69226 0.78819 -5.50046 1.307 1.033 -0.558
C 4.73976 6.30878 -5.13504 -0.643 2.107 -0.316
H -0.27253 -4.32041 -3.79795 0.603 0.565 -0.090
H 6.98318 1.27785 -1.42456 -0.445 -0.294 0.374
C -2.54755 -0.77992 -1.32472 -0.173 0.223 1.044
H -1.01815 -2.98431 -0.00885 -0.534 0.352 -0.357
O 5.06361 0.45361 -1.33519 -0.018 0.185 0.269
H -3.24051 -4.05498 -2.21186 0.019 -0.031 -0.592
H -2.00430 -9.03166 -1.01798 -0.109 0.307 -0.088
H -2.64329 -5.33292 4.86608 -0.177 0.479 0.251
H 0.58575 0.15853 1.62503 0.819 0.248 -0.397
C -0.56363 -5.18137 3.58591 1.459 -0.860 1.136
C -4.01197 2.80522 -3.44649 -1.579 -0.289 -0.153
C 6.18955 3.05082 5.03229 0.678 -0.623 0.319
H -3.99953 -6.93489 1.65784 -0.262 0.207 0.302
H -7.72158 -6.49259 -4.63746 0.060 -0.653 -0.707
H -2.31186 -2.16628 3.40177 -0.290 -0.137 -0.299
N 0.01697 -2.64549 -8.07349 0.848 -0.920 0.133
H 4.00448 -2.65961 3.94838 0.738 0.348 -0.237
H -1.84664 2.32996 7.91604 0.824 -0.865 0.241
C 5.03855 -2.05043 1.39761 -0.852 0.577 0.211
H 8.03145 -4.52929 4.08503 -0.229 0.522 -0.438
H 4.16696 10.72701 -5.54009 -0.217 -0.143 0.273
C -3.58174 -7.01305 0.66674 0.468 0.895 -1.416
H 9.16228 -2.51328 3.10109 -0.783 0.047 0.017
C -3.52970 -6.12153 -1.71974 0.830 0.976 -0.357
O -0.18535 5.71148 0.08169 -1.645 -0.247 0.845
H 5.28130 6.63007 0.53527 -0.023 0.474 0.520
C -3.17106 3.79011 -0.28251 0.043 0.594 0.389
H -1.82848 -5.78851 1.06875 -0.144 0.929 0.587
C -1.09862 -8.42200 -0.95758 -0.826 0.453 0.138
H -9.08901 -1.13798 6.63179 -0.137 0.258 -0.065
C 0.92482 -0.47113 6.01705 -1.793 0.608 0.430
H 4.22748 -0.94301 3.72152 0.173 -0.064 -0.261
H -4.89436 -4.57916 -2.18848 -0.932 0.289 -0.015
C 1.14221 0.83383 0.93936 -0.925 0.319 0.073
C 0.93183 -2.21822 -0.17147 -0.854 2.084 -0.514
C -6.40526 0.28428 5.37596 -1.131 -0.004 1.506
H -0.11457 6.16072 2.57811 0.616 0.195 0.259
H 4.67233 5.11762 0.23191 -0.298 -1.123 -0.451
C -2.29121 1.43592 5.41818 -1.938 1.050 1.972
H 4.99773 1.84879 0.83994 -0.101 -0.321 -0.486
H -3.57258 -7.35199 -3.50343 0.126 0.078 0.125
H 5.05889 6.26746 -6.17948 -0.208 -0.230 -0.137
H -2.25435 1.46565 -5.53639 0.046 0.264 0.852
H 2.71599 -0.93455 -0.31229 -0.078 0.057 0.028
H 0.65898 -6.66173 0.38503 -0.220 -0.012 -0.570
H 9.18468 -2.40381 4.77724 -0.333 0.110 0.308
N 3.75767 7.43914 -5.03820 -0.942 -2.000 -0.105
H 0.91361 -1.63110 4.05782 -0.475 0.491 0.710
H 0.10180 -5.21222 -0.44437 -0.120 -0.059 -0.257
C 1.70184 -0.98449 -0.71963 -0.495 -1.140 -0.582
C -5.63989 0.21573 1.71392 0.249 0.105 -1.380
C -6.11493 -1.63788 -3.33598 -1.588 0.709 0.218
C -2.64670 3.30966 -3.73906 0.599 0.930 -0.433
C 1.26981 -0.88311 7.45349 0.365 -1.143 -0.265
O -7.31476 -1.19915 0.47094 0.407 0.336 0.281
H 0.11894 -5.04244 2.76128 -0.176 -0.042 -0.648
H -2.57969 3.71886 -4.75335 -0.491 0.053 -0.155
C -3.54653 -0.58168 -8.67265 0.184 -0.241 -0.626
C 0.67513 5.03360 0.96612 0.581 1.046 0.460
H -7.40573 -6.01841 -3.05370 0.202 -0.353 1.330
H -3.85718 -7.99233 0.27742 0.333 -0.309 0.153
H 4.56692 -1.05642 1.24929 0.309 -0.478 0.344
H 5.87497 -1.43264 -1.66160 0.045 -0.267 0.360
H 1.71316 0.63987 -6.57838 -0.267 -0.403 -0.206
H -2.44073 4.15530 -3.07911 0.052 -0.061 0.152
H -1.08681 2.97121 1.06536 -0.250 0.251 0.047
H 3.43447 11.91990 -3.69997 0.549 0.295 -0.351
H 1.20356 -0.17973 8.25283 -0.084 1.047 0.178
C -0.51856 -2.58374 -9.41054 0.144 0.264 -0.075
O -4.45701 -2.44173 -4.73862 1.367 -0.930 -1.435
H 4.16922 3.54390 5.16069 -0.290 0.823 -0.065
H 5.91343 -0.38209 -3.06004 0.082 0.240 0.341
H 6.75153 4.63291 -0.58913 -0.117 0.430 0.609
C -3.61705 -3.42358 4.39681 -0.815 -0.825 0.092
H 5.64891 -2.20193 0.52486 0.655 -0.262 -0.162
H -1.03042 -6.16116 3.58886 0.100 -0.515 -0.264
O 6.17654 0.14171 2.65704 -0.582 0.029 0.396
N -7.15995 -2.02356 -4.31615 0.869 2.645 0.553
C -1.42375 -1.41414 -9.56269 -1.687 0.166 0.073
H 2.73682 1.43488 -1.34383 -0.229 -0.180 -0.187
C -3.18090 -2.21591 -5.36396 -0.741 -0.133 0.369
N -3.11123 -2.11525 4.02110 -0.415 0.277 -0.299
C -6.14214 3.69517 -3.05411 -0.063 0.863 0.191
C -8.13025 -5.92740 -3.82875 0.361 0.347 -1.072
H -0.58039 -8.46008 -1.89338 0.386 -0.380 -0.627
C -4.61986 -4.23888 3.49380 -0.047 1.526 -0.434
H -1.22658 1.76962 -1.78630 -0.256 0.233 0.270
C 6.23157 0.93149 -0.66301 0.635 -0.344 -1.413
H 1.63683 2.11291 7.06138 -0.362 -0.268 0.195
H 6.70730 0.12060 -0.11392 -0.027 -0.152 0.319
O -7.75641 -0.24349 5.37868 0.877 -0.315 -0.092
H 0.11982 -5.15454 4.46592 -0.498 0.160 -0.011
H -8.52576 0.38141 1.12694 -0.164 -0.171 0.524
C 1.79262 0.69050 5.51352 1.190 -1.630 -0.024
C -1.57442 3.22888 2.01895 1.248 -0.671 0.832
H -5.11114 1.32865 4.09608 0.095 0.143 0.100
C 5.14626 5.66128 1.02315 -0.554 0.920 0.319
C -1.28081 -0.81713 -0.47240 0.714 0.028 1.071
H -2.76509 -0.71913 1.12918 0.346 -0.080 0.211
H -6.74116 -0.82647 3.15562 0.204 -0.071 -0.850
H 6.63525 4.28539 3.53035 0.050 0.400 -1.093
C 7.82933 -0.99664 3.86735 0.426 0.366 -1.510
H -3.05613 0.77940 5.86610 0.313 -0.174 -0.358
H 2.15397 1.00503 1.27081 0.556 -0.453 0.044
C 5.87017 2.08352 0.21403 -1.879 1.040 0.098
C -0.99869 1.31762 6.21638 0.837 -0.572 -0.075
H 0.89344 4.00397 0.66747 -0.115 -0.035 -0.288
H 1.22291 2.28985 -1.17411 -0.348 1.356 -0.218
C 3.31872 3.08843 2.89118 0.796 -0.283 -0.180
H -1.62156 -7.49881 1.45509 -0.039 0.498 -0.346
H -9.37281 -4.03432 -2.71617 -0.756 -0.023 0.468
H -9.28308 -2.06996 -4.49617 0.553 -0.699 -0.111
C -3.05566 3.00788 1.93502 0.539 -1.200 -0.689
N -1.63110 2.30596 -3.58764 0.558 -1.616 -0.491
C 6.47297 -3.46728 2.93095 0.399 -0.220 -0.483
H -2.35705 -0.99833 -2.34781 0.534 -0.151 -0.839
C 8.92262 0.03655 3.40456 -1.048 -0.877 1.447
H -3.37608 2.77689 -0.62055 -0.100 -0.180 0.202
H -8.72058 -1.54258 -2.98083 0.568 -0.648 -0.338
H 1.75531 -3.82847 -8.51488 -0.651 0.140 0.082
C -0.56149 -2.21299 -0.64872 0.795 0.576 0.881
H 2.78257 0.49141 5.93999 0.233 -0.204 -0.562
O 0.23557 -3.80230 -5.65169 0.036 0.155 -0.272
C 4.24548 8.64788 -5.60640 0.895 -1.091 -0.173
C -4.15935 -5.97376 -0.33949 0.271 -1.051 0.956
N -5.89429 -0.26846 3.03409 -0.527 -0.896 1.256
H -6.43245 1.10550 6.14199 0.452 -0.405 -0.695
H 5.71961 -4.22664 3.01266 -0.436 -0.573 0.025
H 0.63835 -2.68730 5.46412 -0.211 0.845 0.312
H 1.48471 -3.12214 -0.38539 -0.119 -0.345 -0.168
O 4.71317 2.99822 3.26332 -1.996 -0.007 -1.963
H -1.51624 -7.08291 -3.18430 -0.203 -0.494 -0.035
H -5.96085 3.70629 -1.94384 0.113 -0.143 -0.977
C -0.53896 0.45349 -4.80939 0.092 -1.684 0.920
H 0.57990 -2.78366 -3.89764 0.527 0.848 0.236
H 0.66355 1.81632 1.08897 -0.040 -0.298 -0.332
H 5.80461 1.85181 6.79369 -0.195 -0.007 -0.207
H 1.96594 -0.10890 -4.98891 -0.113 -0.932 0.427
H -7.79335 -0.23517 7.44800 0.046 -0.057 0.104
H 5.55760 2.94577 -0.43331 0.161 -0.569 0.408
H -0.12330 2.51611 4.60500 -0.050 -0.116 0.197
H -4.06800 -1.40496 -3.03773 0.285 0.215 0.021
H -6.06850 1.21011 1.50173 -0.309 -0.114 0.135
H -1.17126 -1.16105 1.77057 0.418 -0.454 0.237
C 7.18214 -0.47050 5.11363 0.005 -0.053 0.966
H -7.75027 0.63116 -0.37085 0.154 0.124 -0.570
H 7.43288 4.64835 4.87445 1.587 0.527 0.543
H -3.25987 -1.52070 -0.96130 -0.051 -0.134 0.086
H -1.03376 -3.45531 -9.77440 -0.726 -0.920 0.324
H 1.80186 -1.18266 -1.79339 0.118 0.243 -0.136
C -8.20448 -0.14580 0.23438 -0.725 -0.010 -0.519
C 7.26013 4.77657 0.39267 -0.099 -0.912 -0.901
H 2.89872 4.01921 3.26146 -0.066 0.228 0.157
H 1.36284 1.12764 -2.53326 0.347 0.256 0.683
C 0.00157 2.38598 5.68990 -0.596 -0.790 -0.114
H 8.59295 3.63148 1.59789 -0.802 -0.473 -0.175
H -0.67939 -2.50823 -1.67329 0.142 -0.278 -0.691
H 6.86532 -1.31433 5.73972 0.195 0.457 0.293
N -2.05588 -6.08693 -1.56438 0.947 -0.281 -0.749
H -0.17446 1.60646 8.24689 -0.734 0.216 -0.458
H 7.87430 0.21214 5.64358 -0.383 -0.520 0.047
H 0.39638 4.55288 -1.51358 -0.070 0.308 0.025
H 2.55140 1.48395 -5.32148 -0.951 -0.143 0.153
H -2.80540 2.43108 5.49309 0.866 -0.396 0.030
O 6.37380 5.13564 1.43467 0.458 -0.245 -0.136
H -1.13584 2.48433 2.73003 -0.263 0.575 -0.191
H -2.03839 5.16210 1.96622 0.702 0.254 0.100
H 4.22236 -2.77891 1.35479 0.088 -0.081 0.140
C 0.56912 -3.77511 -4.29742 -2.227 -1.577 0.802
H -2.58084 0.46142 -4.04236 0.988 0.671 -0.859
H 2.81425 11.13540 -2.29332 -0.091 -0.462 -0.438
C 4.79648 -1.86981 3.87267 -2.431 -0.255 -1.074
H 3.25881 4.82117 -5.34473 -0.001 -0.206 0.013
C 4.77701 2.83460 4.60907 0.201 -0.359 1.991
C -5.96255 -0.75104 0.57552 -0.421 -1.349 0.646
C -8.47030 -3.70035 -3.18086 1.759 0.079 -1.078
H -3.28254 1.95700 1.59356 0.229 0.956 -0.063
H -9.08465 -0.56329 -0.28996 0.374 0.299 0.300
C 3.54489 9.87232 -5.20188 -0.393 0.863 -0.304
H 6.99516 -3.54218 5.04932 0.000 0.178 -0.382
H 2.56570 10.01572 -5.71738 0.229 -0.312 0.611
H 9.29203 -0.30465 2.46360 0.480 0.194 -0.701
C 1.08714 -1.72638 5.15357 1.707 -0.580 -1.046
H 2.03882 2.88722 5.63430 0.006 -0.816 -0.379
O -8.15144 -4.61320 -4.27595 -0.403 1.709 0.711
H 0.72390 -6.60036 -1.41776 -0.073 0.226 0.235
H 8.57173 3.09032 -0.01967 -0.520 -0.219 -0.221
H -0.72606 -2.72991 -7.39137 -0.234 0.230 -0.091
H -5.69972 -0.48708 5.73335 -0.132 0.157 -0.246
H -3.22768 0.31357 -8.07539 -0.173 -0.789 -0.327
C 1.34419 -3.88023 -6.50025 1.401 -0.337 1.636
H -3.48472 3.08181 2.91632 -0.467 0.512 0.458
C -4.72791 -1.39767 -3.89845 -1.671 -0.171 0.866
H -6.08090 -2.39169 -2.54838 0.357 -0.037 0.339
O -3.57840 3.99346 1.08024 -0.766 -0.209 -0.867
H -4.14221 2.52260 -2.38297 0.170 0.410 -0.411
N 6.88478 -1.08674 2.72652 -0.949 -0.197 -0.853
H -3.86523 -1.56477 3.62017 0.155 0.262 -0.106
H -6.77105 2.84905 -3.32371 0.368 -0.617 -0.047
H 5.25984 8.72831 -5.26794 1.206 0.590 0.048
C -6.05716 0.78927 4.02378 1.267 -0.073 -0.467
C 7.87737 3.42185 0.76176 0.761 0.347 0.828
O 3.43725 9.85721 -3.78819 0.199 -0.147 -0.705
H -4.47951 -1.03555 -8.26537 0.806 0.408 -0.073
H 4.44569 5.70064 1.89098 0.751 0.149 -0.598
H 1.81704 0.56208 4.43308 0.147 0.441 -0.266
H -0.59934 -0.24582 -5.63356 -0.599 -0.280 -0.484
H -5.06895 -7.25102 -2.66441 -0.591 0.010 0.026
H -6.43372 -0.68185 -2.87745 0.032 -0.387 0.072
C -2.05368 -6.77320 0.73096 0.108 -1.695 0.044
H -1.46710 0.50126 1.21248 -0.352 -0.643 0.215
H 1.90182 -4.83416 -6.29031 -0.272 0.624 -0.191
H -0.66007 5.91243 -1.98484 -0.050 -0.122 1.113
H 4.61851 3.24059 -2.53844 -0.712 1.155 -0.097
O -2.54195 -1.63056 -8.68458 -0.944 0.577 -0.191
C -1.83983 1.17011 -4.53387 -0.865 -0.264 0.204
H 2.17155 -1.92069 5.15717 -0.045 -0.158 0.158
H 1.62359 5.62952 0.97927 -0.186 -0.691 0.148
H 1.42983 -4.37840 -4.06967 0.813 0.057 0.056
O -1.41026 -6.18623 -2.86202 -0.382 0.791 0.804
H -6.78594 4.54277 -3.27877 0.221 0.318 -0.029
C 3.63328 3.74530 -2.82188 1.499 0.162 -0.335
C 1.03328 0.37419 -0.54252 -1.256 -0.222 1.148
O -4.94662 3.82818 -3.84106 -0.437 -0.629 1.557
C 0.14988 -6.29909 -0.53497 -0.776 -0.651 0.861
N -0.48450 -0.02644 5.84343 0.417 -0.108 -1.001
H -1.78809 -1.29971 -10.60265 0.200 -0.055 0.312
H -3.72711 4.50728 -0.89294 0.007 -0.091 0.135
H -6.79481 -2.77966 -4.80527 0.353 -1.640 -1.227
H -5.03229 -5.10657 4.03771 0.282 0.398 -0.218
H -0.72420 2.67168 -3.85015 0.082 0.367 0.126
H -3.97476 -5.09246 -3.63178 0.411 0.791 1.408
C 1.64759 1.37074 -1.48251 0.651 -0.478 -0.323
H -1.92941 -3.81108 5.60333 0.037 -0.566 -0.538
H -3.03133 0.20624 -1.27469 0.127 -0.223 0.076
C -8.46517 -2.28990 -3.78132 -0.784 0.410 1.181
O -1.11392 1.54448 -0.82956 0.921 -0.683 -0.210
C -8.02998 -0.89067 6.60597 -0.269 -0.409 -0.132
C 6.23908 2.82985 6.56915 -1.221 0.213 -0.888
H 3.41272 7.56864 -4.09486 0.290 -0.064 -0.021
H 0.85849 -2.09692 0.88952 0.225 -0.194 0.959
H -5.22606 -6.09245 -0.48337 -0.381 -0.117 0.122
H -5.45735 -3.59576 3.13259 0.371 -0.345 0.588
N -1.34810 4.60440 2.47006 0.617 -1.015 0.013
H 4.28042 8.54799 -6.68433 -0.065 0.147 -0.429
O 3.76657 5.08893 -3.37145 -0.030 -1.749 1.213
H 8.06329 5.50312 0.21794 -0.190 0.156 0.240
H 6.46191 2.83226 2.01898 -0.511 -0.308 -0.385
H -7.52255 -1.86818 6.72632 0.261 0.506 -0.155
H -3.79688 -8.26168 -1.99922 -0.072 -0.012 -0.036
H -2.09552 3.97244 -0.42115 -0.259 0.030 0.076
H -2.18206 1.22146 4.38417 0.373 -0.391 -0.884
C -4.00692 -7.31521 -2.50145 -0.008 -0.895 0.065
H 9.67574 0.07494 4.18465 0.497 -0.290 -0.053
O 0.48620 1.33947 -5.07889 0.378 1.751 0.276
C 8.45913 -2.37824 3.95419 1.498 -0.596 0.181
H 0.57105 -1.66753 7.71175 -0.136 -0.343 0.181
H 7.02276 -3.63573 2.01569 0.165 -0.280 -0.492
O -1.52439 -4.21637 3.58671 -0.990 1.524 -0.167
C 0.84834 -3.85909 -7.86628 -0.244 0.672 -2.631
H -4.56728 0.37223 1.56622 0.132 0.079 0.300
H 3.31127 3.04946 -3.60392 -0.864 0.200 0.239
C 0.11505 5.59416 -1.25119 1.679 0.155 -1.748
H 0.71256 4.65761 3.10541 -0.211 -0.090 0.048
N 6.56579 4.37865 4.51329 -1.420 -0.719 1.307
H -0.97810 -0.50557 -9.22598 0.809 0.839 -0.032
H -4.01622 -4.98410 0.08906 0.235 0.294 -0.278
H 5.60884 3.57342 7.09820 0.601 -0.191 -0.245
H 5.20589 -1.75313 4.82388 0.884 -0.236 1.379
C 2.87052 11.04952 -3.39278 -0.467 1.031 1.385
C 4.13756 4.99683 -4.71237 0.377 0.842 -0.533
H -2.43065 -2.11759 -4.56440 0.122 0.106 -0.325
H -4.14430 -4.54268 2.56248 0.278 -0.355 0.064
H -4.30721 1.90105 -3.99312 0.402 -0.043 -0.191
H -5.43024 -1.69887 0.68759 0.264 0.082 0.404
H -1.57942 0.55644 8.24452 -0.099 0.282 -0.567
C -2.41025 -4.26222 4.69793 0.872 -0.434 0.746
H -3.27672 -1.29478 -5.96119 0.430 -0.239 0.086
H 5.64467 6.63874 -4.60769 0.114 -0.628 0.430
H 6.80589 2.27764 4.51196 -0.279 0.170 0.557
H 2.28298 -1.32127 7.50051 -0.321 0.150 -0.139
N -0.40705 0.29915 -0.95715 0.091 -1.473 -0.808
H -9.13240 -6.25621 -3.63267 -0.457 -0.519 0.682
C 7.48813 -3.56297 4.05664 -0.093 0.557 0.964
C 5.77254 -2.13348 2.73879 1.226 1.056 0.754
H 2.75537 2.24399 3.31285 0.118 0.112 -0.124
H 7.21163 2.74224 6.97733 1.156 0.498 0.369
H 1.88756 11.17553 -3.82468 -0.612 -0.020 -0.013
H 4.87231 4.20586 -4.86672 0.111 -0.198 -0.041
O -1.35533 -1.05381 6.28288 -0.398 0.001 -0.122
C -1.15966 1.44673 7.74745 -0.456 0.955 0.230
H 6.69398 0.76146 2.13417 0.541 0.197 -0.456
H 8.52196 1.04256 3.40915 -0.267 0.188 -0.519
H 4.37402 1.88663 4.98483 0.236 -0.529 -0.486
H -3.79800 -0.21478 -9.71259 0.414 -0.452 0.873
H 0.26585 -4.74778 -8.20101 0.374 0.105 0.615
H -4.67925 -0.43590 -4.40097 0.042 0.353 -0.325
H 2.08077 -3.02944 -6.32342 -0.870 -0.707 -0.170
H -0.28258 -0.18027 -3.93790 0.076 0.253 0.079
C -1.30258 -6.92628 -0.60547 0.124 0.144 0.203
H -0.49452 -8.90746 -0.20449 0.400 0.072 0.220
H -0.17149 3.33405 6.15433 -0.694 0.676 0.245
C 1.41732 2.03700 5.99075 0.468 1.437 0.605
H -4.14298 -3.24221 5.33838 -0.031 -0.315 0.135
```
Positions in Å, forces in eV/Å.

Computed properties:
Multiplicity: 1
Energy above the lowest of the compared OMol25 structures with the same formula, charge and spin, kcal/mol: 0.0
HOMO energy, eV: -7.70